Below is an isolated molecule of C3H6N2O2S in a non-equilibrium geometry, with properties calculated with ωB97M-V with the def2-TZVPD basis set.

Calculated values
**Structure (SMILES)**: CNC(=O)C(=S)NO
**Gap between HOMO and LUMO**: 7.831 eV
**HOMO energy**: -8.7370 eV
**LUMO energy**: -0.91 eV
**Total charge**: 0

```
14
Properties=species:S:1:pos:R:3:forces:R:3
S -0.687330 -0.392987 -2.041589 2.469 0.282 0.682
O 0.986875 1.426289 0.751857 -2.876 -0.774 -0.204
O 3.008548 0.508134 -0.449006 -1.066 0.226 0.485
N -1.045210 0.276678 0.813692 0.139 1.740 2.277
N 1.924486 0.103391 -1.201236 -0.445 -1.037 -3.265
C -1.933401 -0.901400 0.768745 -1.810 -0.669 0.989
C 0.590065 0.021272 -0.920039 0.792 -1.556 -5.892
C 0.131090 0.620156 0.228362 1.106 1.567 5.053
H -3.052698 -0.714066 0.490499 2.328 0.202 -0.686
H -1.410231 -1.656592 0.161790 -0.891 0.199 0.266
H -2.222542 -1.334578 1.808369 1.617 0.846 -1.190
H 2.293651 0.015950 -2.203348 -1.481 -0.297 2.004
H 2.528010 1.155891 0.117449 0.308 0.191 0.556
H -1.111313 0.871861 1.674453 -0.190 -0.920 -1.073
```
Forces are in eV/Å.

natural (NBO) population analysis, charges in e, atoms 1 to 4:
1 S -0.185
2 O -0.662
3 O -0.515
4 N -0.562



Below is a structure of composition C3H6N2O2S in a non-equilibrium geometry, with properties calculated with ωB97M-V with the def2-TZVPD basis set.

Calculated values
**Gap between HOMO and LUMO**: 8.883 eV
**HOMO energy**: -9.0237 eV
**LUMO energy**: -0.14 eV
**Total charge**: 0

```
14
Properties=species:S:1:pos:R:3:forces:R:3
S -0.826593 1.838888 -2.415658 -4.068 2.904 -2.064
O -0.567627 -0.054656 0.937761 -0.193 3.834 1.018
O 1.628519 -2.834282 1.416300 -3.108 5.776 -1.172
N -0.476966 0.118232 -0.436651 -1.192 3.788 -0.857
N 0.472968 2.119183 -1.492577 2.568 -2.300 2.488
C -0.446632 -1.322894 1.144940 1.865 -6.392 -0.884
C 0.724713 1.070222 -0.698943 -2.179 2.707 -0.103
C 1.067334 -1.676649 1.195100 1.731 -6.089 0.984
H -0.780646 -1.689667 2.074400 -0.934 0.095 1.443
H -1.684463 3.290007 -2.594257 2.476 -2.917 0.544
H -0.979718 -1.923788 0.336036 0.726 0.368 0.997
H 1.668395 -0.786429 1.110953 0.741 0.455 -0.046
H 1.739767 1.120308 -0.067983 -2.722 -0.655 -1.321
H -1.539051 0.731524 -0.509423 4.290 -1.573 -1.028
```
Forces are in eV/Å.

natural (NBO) population analysis, charges in e, atoms 1 to 4:
1 S 0.222
2 O -0.396
3 O -0.527
4 N -0.406



Below is a cluster of 2 separate species, C3H6N2O2S in total in a non-equilibrium geometry, with properties calculated with ωB97M-V with the def2-TZVPD basis set.

Calculated values
**Gap between HOMO and LUMO (spin up / spin down)**: 6.855 / 6.850 eV
**HOMO energy (spin up / spin down)**: -7.6423 / -7.6389 eV
**LUMO energy (spin up / spin down)**: -0.79 / -0.79 eV
**Total charge**: 0

```
14
Properties=species:S:1:pos:R:3:forces:R:3
S 0.503931 1.142129 -1.380922 -3.615 -2.128 -0.342
O -1.265672 1.685590 2.117920 0.748 0.482 1.044
O 0.471395 2.036746 0.856504 0.691 0.755 0.983
N 1.507000 0.024244 -0.705895 -0.255 -0.983 -0.623
N -0.669985 1.629897 1.069461 -1.742 -1.078 -1.900
C 0.795906 -1.019976 0.110897 2.236 0.441 2.194
C -0.651720 -0.963118 -0.249176 -2.666 -0.653 1.292
C -0.918921 0.192458 -1.156693 4.259 1.279 0.956
H 2.305929 0.514661 -0.362940 0.437 -0.148 0.823
H -1.009866 -1.981767 -0.605102 0.424 1.334 -0.208
H 1.114160 -0.832538 1.261636 -1.180 -0.560 -2.608
H -1.915119 0.375749 -1.388069 -1.241 0.978 -0.972
H -1.366915 -0.771776 0.628844 1.201 -0.288 -0.896
H 1.099877 -2.032299 -0.196468 0.703 0.568 0.258
```
Forces are in eV/Å.

natural (NBO) population analysis, charges in e, atoms 1 to 4:
1 S 0.917
2 O -0.438
3 O -0.511
4 N -0.790